1.
Computed, not measured: a cluster of 11 separate species, C6H33NO10 in total in a non-equilibrium geometry, with wB97M-V/def2-TZVPD.

Positions of all 50 atoms, in Å:
H: 4.5301 0.9421 -0.4174
H: -1.0540 -0.8704 -0.2086
H: -0.8301 -3.0116 -2.3625
H: 0.8096 4.1717 -3.2311
H: 0.4020 1.6291 -4.1750
H: -4.7085 -1.0535 -0.3162
C: 0.5251 -0.3244 -1.4171
O: 2.3018 3.4434 -0.5284
H: 1.3559 3.6317 -1.9279
C: -0.7228 2.0995 1.0195
O: 0.6283 0.9792 -4.8722
O: -2.3386 -3.0280 0.1937
H: 3.0434 2.9939 -0.9925
H: 1.7367 2.7229 -0.2116
C: 0.6812 -1.3230 1.5309
H: -0.0080 -4.1375 -3.0116
H: -1.0367 0.6324 2.5941
H: -3.4597 -1.4623 0.2041
O: -1.8392 -2.8260 3.4935
O: -4.1585 -0.8049 0.4398
H: -2.0417 -3.7177 -0.4061
H: 0.0761 0.0188 -2.3249
H: 3.3913 -0.8672 0.1669
H: 4.2089 -1.0205 1.3507
H: -1.5686 2.7303 1.3707
O: -0.5132 -3.9101 -2.2284
H: 0.0721 2.8447 0.8439
H: 1.3275 -1.6954 0.7322
H: 1.4347 -1.3573 2.3716
H: 4.8873 2.3264 0.0372
H: -1.4913 -2.8578 4.3903
H: 1.5439 0.8916 -4.5716
O: 0.8059 3.3525 -2.7069
H: -0.5588 1.8871 -1.2256
H: -2.1067 1.4717 -0.5994
C: -0.3813 0.0251 -0.1977
H: 0.5460 1.2661 2.6788
N: 0.4132 0.0546 1.0299
H: 1.4401 0.2477 -1.2691
O: 4.2697 -0.5854 0.4834
C: -1.0440 1.4024 -0.3674
H: -0.1964 -1.9487 1.8334
C: -0.2453 0.9865 1.9347
H: -3.7450 -0.0133 3.4638
H: -2.2122 -3.3374 1.0992
H: 0.8119 -1.3586 -1.4352
H: -3.8210 -0.4966 2.0418
O: 4.4105 1.8774 -0.6764
O: -3.3883 -0.7126 2.8981
H: -2.1835 -1.9089 3.4789

Calculated values
E (eV): -28722.483
Frontier orbital gap (eV): 8.79
SMILES: C[C@@H]1CCCN1C.O.O.O.O.O.O.O.O.O.O
HOMO (eV): -8.44
Relative energy (zero: lowest compared OMol25 entry of this formula, charge and spin) (kJ/mol): 205.7
Net charge: 0

---

2.
Computed, not measured: a cluster of 10 separate species, C6H33NO10 in total in a non-equilibrium geometry, with wB97M-V/def2-TZVPD.

Positions of all 50 atoms, in Å:
H: -1.0526 -0.6425 5.0500
C: 2.9797 0.6057 1.0947
O: -3.3632 -3.1010 2.2512
H: -1.5889 4.1058 0.2640
H: -0.4493 -2.3930 2.5311
H: 3.2119 1.4898 0.5536
H: -1.0301 3.3503 -2.8572
H: 4.1679 -2.9913 0.5669
H: 3.4634 -0.9634 -0.8813
H: 3.9095 0.0165 1.4143
H: -3.2397 -0.0159 -0.9119
H: -3.7203 -1.2184 0.0091
H: -0.5803 4.0371 -0.8218
O: -1.0544 0.3072 -1.8906
H: -0.6882 1.0465 -2.4055
O: -1.9527 3.0129 -2.7468
H: -1.3153 -0.3640 3.4835
H: 2.5161 1.7824 -1.4015
H: 0.9138 3.3423 -3.9918
O: -0.8973 -0.8926 4.1488
C: 2.6824 -1.4557 -0.2630
C: 1.1341 0.5173 -0.6583
N: 1.8329 1.1460 -1.7684
C: 3.2982 -2.3663 0.7644
H: -2.7802 -3.8383 2.4326
H: 0.1479 -1.2988 -1.6625
H: -3.5460 -0.8379 3.1766
H: -2.7635 -2.3695 2.1503
H: 2.5337 -3.1027 1.0432
O: -0.6485 4.1923 0.1520
O: -0.7111 -3.1984 2.9633
H: 1.0312 2.7085 -2.8265
H: 1.3133 -0.7956 1.1569
O: -3.7811 -0.2766 -0.1279
O: -2.9584 -0.3417 2.6122
H: -1.8682 -0.1149 -4.5001
H: 3.6635 -1.9303 1.6933
O: 0.7175 3.6002 -3.0706
H: -2.2472 2.8758 -1.8545
O: -0.9321 -0.3039 -4.5180
C: 1.9297 -0.2523 0.4312
H: -0.6053 -0.2268 -3.5999
H: -0.9083 -2.9163 3.8490
H: 0.7030 1.3726 -0.0599
H: 2.1115 0.5115 -2.4957
H: 1.9283 -1.9897 -0.8476
H: 2.4801 1.0302 1.9811
C: -0.0412 -0.3226 -1.0994
H: -0.6958 -0.3696 -0.2214
H: -3.2503 -0.1611 1.7091

Calculated values
E (eV): -28721.476
Frontier orbital gap (eV): 10.53
SMILES: CC[C@@H](C)[C@@H](N)CO.O.O.O.O.O.O.O.O.O
HOMO (eV): -10.37
Relative energy (zero: lowest compared OMol25 entry of this formula, charge and spin) (kJ/mol): 302.8
Net charge: 0